## i
Here is an isolated ion of composition C5H11N2O and charge -1 from the OMol25 dataset. Energies are from ωB97M-V with the def2-TZVPD basis set.

Computed properties:
Gap between HOMO and LUMO = 5.753 eV
LUMO level = 3.44 eV
E_HOMO = -2.31 eV

The geometry in ORCA input format:
```
! wB97M-V def2-TZVPD RIJCOSX def2/J DEFGRID3
* xyz -1 1
N -1.87650 -2.05944 -2.47836
C -1.59101 -0.91854 -1.71701
C -0.59378 -0.77803 -0.84148
C -0.41305 0.24634 0.25047
C 1.02181 0.52993 0.59859
N 1.44204 -0.39657 1.65914
C 1.23178 2.02108 1.12011
O 2.53326 2.27993 1.26642
H -1.39505 -2.86784 -2.12355
H -2.81477 -2.17099 -2.80459
H -2.34890 -0.14106 -1.80961
H 0.26193 -1.45010 -0.95931
H -0.92072 1.18938 -0.00185
H -0.93561 -0.22272 1.09392
H 1.75424 0.41682 -0.20122
H 0.97923 -0.17624 2.53043
H 2.41586 -0.27584 1.93616
H 0.72776 2.74104 0.45242
H 0.52148 2.03284 2.02934
*
```

---

## ii
Here is a 2-piece molecular cluster, C5H11N2O overall from the OMol25 dataset. Energies are from ωB97M-V with the def2-TZVPD basis set.

Computed properties:
Gap between HOMO and LUMO = 4.715 eV
LUMO level = 1.07 eV
E_HOMO = -3.65 eV

The geometry in ORCA input format:
```
! wB97M-V def2-TZVPD RIJCOSX def2/J DEFGRID3
* xyz -1 1
C 1.80755 -1.56160 1.18111
O 1.82973 -2.65106 1.94123
C 0.43217 -0.86001 1.32430
C 0.24907 0.31434 0.42588
C -1.12597 0.97550 0.33837
N -1.61297 0.48670 -2.43306
C -1.52933 1.70900 -1.82053
N -1.39142 2.09399 -0.58052
H 1.88886 -1.85198 0.08747
H 2.58170 -0.78581 1.32333
H -0.28062 -1.64678 1.03593
H 0.21680 -0.67422 2.37559
H 0.23332 -0.25208 -0.67639
H 1.10643 0.96616 0.31733
H -1.92513 0.22042 0.21285
H -1.31755 1.34156 1.36223
H -0.62376 0.24741 -2.48534
H 0.70878 -0.57754 -1.38816
H -1.24769 2.50599 -2.54165
*
```

---

Relative to the most stable one, in hartree, the structures come out at i 0.0000; ii 0.2148.

---

## i
Here is the molecule CH4N4 from the OMol25 dataset. Energies are from ωB97M-V with the def2-TZVPD basis set.

Computed properties:
Gap between HOMO and LUMO = 9.049 eV
LUMO level = 0.92 eV
E_HOMO = -8.13 eV

The geometry in ORCA input format:
```
! wB97M-V def2-TZVPD RIJCOSX def2/J DEFGRID3
* xyz 0 1
C 0.81283 -0.90826 -0.21619
N -0.11043 -1.04380 -1.03561
N -1.31298 -0.09990 -0.36908
N -0.64944 0.73837 0.50757
N 0.44863 0.00361 0.96433
H 1.77197 -1.38909 -0.15295
H -1.76504 0.43749 -1.11080
H -0.37095 1.64316 0.09250
H 1.17540 0.61842 1.32022
*
```

---

## ii
Here is the molecule CH4N4 from the OMol25 dataset. Energies are from ωB97M-V with the def2-TZVPD basis set.

Computed properties:
Gap between HOMO and LUMO = 10.524 eV
LUMO level = 0.94 eV
E_HOMO = -9.58 eV

The geometry in ORCA input format:
```
! wB97M-V def2-TZVPD RIJCOSX def2/J DEFGRID3
* xyz 0 1
C 0.07706 0.83356 -0.38340
N 1.55388 0.88014 0.04315
N 1.91994 -0.29172 0.15116
N 0.76240 -1.26631 -0.33260
N -0.31766 -0.47038 -0.01667
H -0.59939 1.51508 0.07660
H -0.13283 1.08290 -1.44235
H 0.92885 -2.10546 0.22804
H -0.38036 -0.48158 1.11850
*
```

---

Relative to the most stable one, in hartree, the structures come out at i 0.0192; ii 0.0000.

---

## i
Here is an isolated ion of composition C10H12N3 and charge +1 from the OMol25 dataset. Energies are from ωB97M-V with the def2-TZVPD basis set.

Computed properties:
Gap between HOMO and LUMO = 8.942 eV
LUMO level = -4.37 eV
E_HOMO = -13.31 eV

The geometry in ORCA input format:
```
! wB97M-V def2-TZVPD RIJCOSX def2/J DEFGRID3
* xyz 1 1
C 1.83195 -0.87911 2.29032
C 1.33679 -0.08285 1.36712
N 0.84622 -0.57134 -0.21751
C 1.75821 -0.05364 -1.23157
C 0.59418 -1.99558 -0.24754
C -0.69011 -2.24940 0.12843
C -1.46157 -1.00289 0.04136
N -2.80927 -0.83085 0.27144
C -3.23994 0.38532 0.02816
N -2.41864 1.38644 -0.32429
C -1.13828 1.26599 -0.42511
C -0.38164 2.53588 -0.88254
C -0.52911 -0.00703 -0.27702
H 1.88803 -0.36506 3.20997
H 1.78304 -1.94048 2.30893
H 1.36118 0.99078 1.29388
H 2.61822 -0.58767 -1.16560
H 1.30487 -0.08257 -2.18950
H 1.97697 0.96197 -0.98845
H 1.52494 -2.56629 -0.32824
H -1.23965 -3.19056 0.28386
H -4.32528 0.51329 0.02345
H -0.27510 2.62829 -1.93428
H -0.94202 3.35841 -0.43545
H 0.62600 2.37892 -0.59982
*
```

---

## ii
Here is a 2-piece molecular cluster, C10H12N3 overall from the OMol25 dataset. Energies are from ωB97M-V with the def2-TZVPD basis set.

Computed properties:
Gap between HOMO and LUMO = 5.625 eV
LUMO level = -6.50 eV
E_HOMO = -12.13 eV

The geometry in ORCA input format:
```
! wB97M-V def2-TZVPD RIJCOSX def2/J DEFGRID3
* xyz 1 1
C -3.78706 0.04001 0.72289
C -3.04284 1.24765 0.81837
C -3.32593 -0.93726 -0.19423
C -1.88946 1.47630 0.12482
C -2.10687 -0.72924 -0.91987
C 3.36834 1.32314 0.56096
C 2.23071 1.67478 0.00299
C -1.42816 0.53921 -0.86368
C 2.24675 -0.42531 -0.05029
C 2.04457 -1.91639 -0.26200
N 3.37191 -0.02000 0.55837
N 1.52830 0.59268 -0.44820
N -0.45581 0.72607 -1.72278
H -4.61657 -0.05892 1.40905
H -3.45440 2.05882 1.59844
H -3.70323 -1.93854 -0.34502
H -1.31320 2.32228 0.21266
H -1.74861 -1.52237 -1.58470
H 4.10526 2.02898 0.93370
H 1.86868 2.66686 -0.26214
H 1.00551 -2.02629 -0.27179
H 2.38494 -1.85712 -1.25508
H 2.67180 -2.56607 0.27747
H 3.94312 -0.50733 1.21735
H -0.22822 1.66147 -1.75813
*
```

---

Relative to the most stable one, in hartree, the structures come out at i 0.0030; ii 0.0000.

---

## i
Here is the molecule C4H6NP from the OMol25 dataset. Energies are from ωB97M-V with the def2-TZVPD basis set.

Computed properties:
Gap between HOMO and LUMO (spin up / spin down) = 7.487 / 7.487 eV
LUMO level (spin up / spin down) = -0.46 / -0.46 eV
E_HOMO (spin up / spin down) = -7.95 / -7.95 eV

The geometry in ORCA input format:
```
! wB97M-V def2-TZVPD RIJCOSX def2/J DEFGRID3
* xyz 0 1
C -0.77205 -2.35615 -1.61800
C -0.37992 -1.00022 -0.37695
C 1.01223 -0.54978 -0.71561
C -1.36592 0.00953 0.14993
N -1.17459 -2.11259 -0.38516
P -0.60815 -2.34161 -3.17012
H 1.81007 -0.77162 -0.02912
H 0.85121 0.58020 -0.85137
H 1.18348 -1.18413 -1.61488
H -1.02560 0.87576 0.59736
H -2.22085 -0.51485 0.67199
H -1.61944 0.47778 -0.75227
*
```

---

## ii
Here is a 2-piece molecular cluster, C4H6NP overall from the OMol25 dataset. Energies are from ωB97M-V with the def2-TZVPD basis set.

Computed properties:
Gap between HOMO and LUMO = 7.768 eV
LUMO level = -0.51 eV
E_HOMO = -8.28 eV

The geometry in ORCA input format:
```
! wB97M-V def2-TZVPD RIJCOSX def2/J DEFGRID3
* xyz 0 1
C -2.54985 0.22776 -1.42094
C -1.83089 0.23014 -0.32162
C -0.85682 -0.42385 0.47283
P -1.17255 1.06809 1.14733
H -2.80738 -0.82887 -1.80795
H -3.13880 1.03723 -1.88042
H -0.34954 -1.40080 0.56859
C 2.39138 -0.29898 0.75603
N 3.12758 0.48628 0.18740
H 2.68938 -1.40861 0.61889
H 1.59182 -0.15186 1.43756
H 2.90567 1.46347 0.24230
*
```

---

Relative to the most stable one, in hartree, the structures come out at i 0.0100; ii 0.0000.

---

## i
Here is C30H25AgClN6SSe as an isolated structure from the OMol25 dataset. Energies are from ωB97M-V with the def2-TZVPD basis set.

Computed properties:
Gap between HOMO and LUMO = 5.883 eV
LUMO level = 2.66 eV
E_HOMO = -3.22 eV

The geometry in ORCA input format:
```
! wB97M-V def2-TZVPD RIJCOSX def2/J DEFGRID3
* xyz -1 1
Ag -0.55570 0.07680 0.37140
C -0.16560 3.13470 3.33130
C -1.01530 4.01110 2.78360
C -1.43240 3.86040 1.42840
C -0.93270 2.81970 0.68930
N -0.01370 1.93830 1.14710
C 0.31010 1.93690 2.56840
C -1.33780 2.57060 -0.70550
C -1.74530 3.58460 -1.57300
C -2.07830 3.29460 -2.88400
C -2.02330 1.98380 -3.32980
C -1.62580 0.96860 -2.47050
C -1.27360 1.23060 -1.14930
H 0.16970 3.19890 4.35870
H -1.38800 4.85050 3.35870
H -2.15980 4.53930 1.01200
H 1.41090 1.82870 2.67480
H -1.77370 4.60860 -1.22830
H -2.38070 4.08660 -3.56070
H -2.27990 1.74590 -4.35470
H -1.58690 -0.04530 -2.84740
N 2.43050 -3.13880 2.07460
C 2.82760 -3.69610 0.88930
C 3.58310 -4.81740 0.59450
C 3.78310 -5.10720 -0.74320
C 3.24730 -4.29800 -1.74430
C 2.48690 -3.18210 -1.45580
C 2.27330 -2.86550 -0.11800
N 1.56490 -1.84860 0.47130
C 1.66400 -2.04640 1.76600
C 1.04540 -1.18640 2.73750
C 1.43750 -1.04070 4.03460
S 0.52150 0.24700 4.81080
C -0.28520 0.62530 3.17530
N -0.01530 -0.46940 2.31810
H 2.62270 -3.47210 3.00270
H 3.99110 -5.43990 1.37870
H 4.36350 -5.97670 -1.01850
H 3.43530 -4.55510 -2.77700
H 2.06950 -2.56590 -2.24220
H 2.26910 -1.47110 4.55720
H -1.36250 0.76300 3.35150
Cl -1.60340 -2.99430 0.71640
C -1.34520 -1.70820 -0.48880
H -2.31700 -1.62090 -0.98640
H -0.63250 -2.14270 -1.20030
C 3.42000 1.65690 0.31170
N 2.68930 2.40990 -0.66750
C 1.88560 1.87980 -1.61770
Se 1.82760 0.16510 -2.14540
N 1.24270 2.89120 -2.25010
C 1.60090 4.08540 -1.68160
C 1.25560 5.39280 -1.97220
C 1.88920 6.39030 -1.24750
C 2.81760 6.08860 -0.25860
C 3.15130 4.78080 0.05330
C 2.53640 3.77680 -0.67610
H 3.17120 0.60100 0.19640
H 3.12100 1.98660 1.30810
H 4.49660 1.79640 0.18580
H 0.47840 2.72520 -2.88780
H 0.52720 5.61560 -2.73610
H 1.66490 7.42470 -1.46190
H 3.29880 6.89410 0.27630
H 3.86950 4.55630 0.82580
*
```

---

## ii
Here is C30H25AgClN6SSe as an isolated structure from the OMol25 dataset. Energies are from ωB97M-V with the def2-TZVPD basis set.

Computed properties:
Gap between HOMO and LUMO = 5.090 eV
LUMO level = 2.21 eV
E_HOMO = -2.88 eV

The geometry in ORCA input format:
```
! wB97M-V def2-TZVPD RIJCOSX def2/J DEFGRID3
* xyz -1 1
Ag -0.46105 0.07332 -0.08790
C 1.14539 1.39976 4.39844
C 0.33922 0.57532 5.17294
C -0.30688 -0.48961 4.57803
C -0.12835 -0.73630 3.20770
N 0.62979 0.08046 2.47405
C 1.24188 1.11027 3.04774
C -0.77007 -1.88848 2.52060
C -1.00384 -3.04438 3.27793
C -1.60132 -4.15329 2.70430
C -1.96714 -4.09078 1.36436
C -1.71437 -2.93940 0.63043
C -1.10550 -1.78600 1.15463
H 1.66525 2.25051 4.81844
H 0.20143 0.77238 6.22992
H -0.96947 -1.11808 5.15630
H 1.81807 1.74185 2.37699
H -0.68808 -3.10066 4.31516
H -1.76805 -5.05254 3.28670
H -2.44245 -4.94579 0.89189
H -2.01267 -2.94177 -0.41679
N 0.76399 -1.89172 -4.25917
C -0.38872 -1.41467 -4.85033
C -0.91570 -1.52799 -6.13170
C -2.11755 -0.88383 -6.36531
C -2.77109 -0.14961 -5.36426
C -2.24509 -0.04228 -4.09133
C -1.04096 -0.69487 -3.83899
N -0.30615 -0.74238 -2.67106
C 0.74914 -1.44442 -2.95685
C 1.80798 -1.72736 -1.99596
C 2.92316 -2.49449 -2.17932
S 3.84290 -2.52256 -0.73506
C 2.67336 -1.50555 0.00893
N 1.68662 -1.17375 -0.75071
H 1.48181 -2.43737 -4.69789
H -0.41524 -2.08515 -6.91367
H -2.56410 -0.94302 -7.35031
H -3.70353 0.34574 -5.60204
H -2.71580 0.53249 -3.30461
H 3.23637 -3.03588 -3.05612
H 2.74417 -1.17755 1.03624
Cl -1.95717 3.23661 -1.49849
C -1.93038 1.76522 -0.24068
H -2.91072 1.35308 -0.49788
H -2.07054 2.33006 0.68505
C 4.43756 4.45146 -0.75686
N 3.08752 4.73751 -1.16740
C 2.10752 3.80095 -1.37153
Se 2.18677 1.99681 -1.15757
N 0.99470 4.47511 -1.73961
C 1.22648 5.83082 -1.73490
C 0.40779 6.91831 -1.98910
C 0.98244 8.18068 -1.90303
C 2.32622 8.35037 -1.57384
C 3.14735 7.26007 -1.30695
C 2.57207 6.00307 -1.38651
H 4.51673 3.37354 -0.62790
H 4.65882 4.95252 0.18738
H 5.14719 4.78399 -1.51715
H 0.07975 3.99373 -1.74408
H -0.63664 6.78309 -2.23408
H 0.37120 9.05318 -2.09320
H 2.73708 9.34988 -1.51756
H 4.18750 7.39053 -1.03903
*
```

---

Relative to the most stable one, in hartree, the structures come out at i 0.0295; ii 0.0000.

---

## i
Here is the molecule C2H4ClNO2 from the OMol25 dataset. Energies are from ωB97M-V with the def2-TZVPD basis set.

Computed properties:
Gap between HOMO and LUMO = 11.234 eV
LUMO level = 0.26 eV
E_HOMO = -10.98 eV

The geometry in ORCA input format:
```
! wB97M-V def2-TZVPD RIJCOSX def2/J DEFGRID3
* xyz 0 1
C 0.18501 0.06916 0.11394
C -1.38071 -0.40885 -0.57950
Cl -1.93131 -1.91053 0.19331
N -2.25210 0.74796 -0.00305
O -3.06852 0.47870 0.87176
O -2.06489 1.81524 -0.44268
H 0.21342 1.07512 -0.05243
H 1.00580 -0.47985 -0.46038
H 0.30243 -0.19720 1.11027
H -1.28443 -0.38158 -1.73260
*
```

---

## ii
Here is the molecule C2H4ClNO2 from the OMol25 dataset. Energies are from ωB97M-V with the def2-TZVPD basis set.

Computed properties:
Gap between HOMO and LUMO = 11.108 eV
LUMO level = 0.63 eV
E_HOMO = -10.47 eV

The geometry in ORCA input format:
```
! wB97M-V def2-TZVPD RIJCOSX def2/J DEFGRID3
* xyz 0 1
C 0.54357 0.33511 -1.01975
C 0.20325 -0.60185 0.09726
Cl 1.53830 -1.20155 1.09181
N -0.96846 0.22593 1.12034
O -1.00939 -0.01414 2.25381
O -1.56449 1.01223 0.44017
H 0.37591 1.31827 -0.68378
H -0.19920 0.08419 -1.72550
H 1.51134 0.28896 -1.30353
H -0.43084 -1.44715 -0.27083
*
```

---

Relative to the most stable one, in hartree, the structures come out at i 0.0115; ii 0.0000.